1.
A structure of composition C23H45As3IN2W. Source: OMol25; level of theory: ωB97M-V with the def2-TZVPD basis set.

Cartesian coordinates (Å):
W  0.66  -1.52  0.60
C  -1.74  -2.41  3.03
C  -0.33  -2.13  2.59
C  0.51  -3.23  2.18
C  1.90  -3.09  2.06
C  2.78  -4.29  1.95
C  2.42  -1.76  2.01
C  1.63  -0.66  2.55
C  2.34  0.59  3.00
C  0.28  -0.89  2.87
H  -2.30  -2.96  2.27
H  -2.27  -1.50  3.28
H  -1.72  -3.04  3.92
H  0.09  -4.24  2.21
H  2.55  -4.89  1.07
H  2.63  -4.92  2.82
H  3.84  -4.01  1.92
H  3.50  -1.65  1.97
H  3.09  0.92  2.28
H  2.88  0.37  3.93
H  1.65  1.40  3.21
H  -0.28  -0.13  3.42
C  -1.94  0.24  -1.87
As  -1.07  0.26  -0.10
C  -2.75  0.28  0.91
C  -0.58  2.15  0.27
C  0.50  2.87  -0.54
C  0.17  2.81  -2.03
C  1.89  2.24  -0.31
As  2.19  0.27  -0.59
C  4.14  0.28  -0.36
C  2.30  0.18  -2.56
C  0.61  4.32  -0.05
As  -0.82  5.76  -0.30
C  -2.60  4.94  -0.58
C  -0.49  6.41  -2.12
H  -1.25  0.24  -2.72
H  -2.62  1.08  -1.96
H  -2.53  -0.68  -1.92
H  -3.37  1.10  0.54
H  -2.60  0.41  1.98
H  -3.29  -0.66  0.74
H  -0.29  2.18  1.33
H  -1.51  2.73  0.18
H  0.32  1.80  -2.40
H  0.80  3.48  -2.60
H  -0.87  3.09  -2.20
H  2.21  2.46  0.72
H  2.63  2.72  -0.98
H  4.56  1.01  -1.06
H  4.53  -0.70  -0.65
H  4.50  0.52  0.64
H  2.58  1.16  -2.96
H  1.38  -0.16  -3.03
H  3.10  -0.52  -2.82
H  1.48  4.78  -0.53
H  0.81  4.32  1.02
H  -2.97  4.46  0.33
H  -2.59  4.24  -1.42
H  -3.27  5.75  -0.82
H  0.56  6.65  -2.26
H  -1.06  7.33  -2.28
H  -0.81  5.68  -2.86
C  -3.68  -4.86  -0.80
N  -2.39  -4.33  -1.22
C  -1.83  -4.91  -2.43
C  -1.74  -3.44  -0.60
N  -1.07  -2.59  -0.12
H  -4.41  -4.71  -1.60
H  -4.04  -4.37  0.11
H  -3.58  -5.93  -0.61
H  -2.52  -4.76  -3.25
H  -1.68  -5.98  -2.28
H  -0.87  -4.45  -2.68
I  1.73  -3.07  -1.44

Properties
* calculated total energy: -8084.01199 hartree
* ΔE to the lowest compared entry with this formula, charge and spin: 30.7 kcal/mol
* total charge: +3



2.
A structure of composition C44H36CaN12S2. Source: OMol25; level of theory: ωB97M-V with the def2-TZVPD basis set.

Cartesian coordinates (Å):
Ca  0.05  0.36  -0.22
C  -5.51  2.71  -3.20
C  -5.96  1.38  -3.33
C  -5.30  0.34  -2.69
C  -4.17  0.65  -1.93
C  -3.23  -0.16  -1.18
N  -3.44  -1.43  -0.80
C  -2.44  -2.13  -0.27
C  -2.38  -2.87  0.92
C  -3.38  -3.07  1.90
C  -3.05  -3.76  3.05
C  -1.75  -4.24  3.27
C  -0.76  -4.05  2.29
C  -1.07  -3.37  1.13
C  -0.26  -3.18  -0.13
N  1.70  -2.75  1.24
C  1.97  -1.54  1.94
N  1.28  -0.43  1.68
C  1.69  0.54  2.59
N  1.28  1.84  2.74
C  0.40  2.49  2.06
N  -0.40  2.04  1.01
C  -1.13  3.07  0.54
N  -2.05  3.07  -0.40
C  -2.54  1.94  -0.96
N  -2.21  0.64  -0.71
C  -3.72  1.98  -1.81
C  -4.40  3.02  -2.44
C  -0.82  4.29  1.32
C  -1.30  5.58  1.26
C  -0.82  6.51  2.17
C  0.13  6.14  3.14
C  0.60  4.83  3.20
C  0.12  3.91  2.28
C  2.68  -0.01  3.43
C  3.43  0.55  4.48
C  4.35  -0.23  5.13
C  4.56  -1.58  4.74
C  3.85  -2.15  3.72
C  2.88  -1.37  3.02
N  -1.09  -2.15  -0.84
H  -6.05  3.50  -3.72
H  -6.83  1.17  -3.94
H  -5.64  -0.68  -2.78
H  -4.37  -2.68  1.72
H  -3.80  -3.91  3.81
H  -1.51  -4.75  4.19
H  0.23  -4.44  2.46
H  -4.04  4.04  -2.33
H  -2.02  5.86  0.50
H  -1.17  7.53  2.14
H  0.49  6.88  3.84
H  1.34  4.53  3.94
H  3.26  1.58  4.76
H  4.95  0.18  5.94
H  5.29  -2.19  5.27
H  4.05  -3.18  3.46
C  2.62  -0.42  -3.03
N  2.71  -0.47  -1.57
C  3.67  0.52  -1.10
C  3.11  -1.79  -1.11
C  1.99  -2.80  -1.13
N  1.09  -2.62  0.01
C  -0.32  -4.51  -0.90
C  2.53  -3.90  1.48
H  3.58  -0.70  -3.49
H  2.35  0.59  -3.34
H  1.85  -1.10  -3.40
H  4.67  0.33  -1.51
H  3.72  0.48  0.00
H  3.34  1.52  -1.37
H  3.47  -1.69  -0.08
H  3.95  -2.18  -1.71
H  2.41  -3.81  -1.18
H  1.40  -2.65  -2.04
H  0.11  -5.30  -0.28
H  0.22  -4.47  -1.85
H  -1.36  -4.75  -1.10
H  2.14  -4.73  0.88
H  2.47  -4.20  2.53
H  3.59  -3.76  1.22
S  1.75  3.57  -1.22
C  0.68  2.92  -2.39
C  0.21  3.73  -3.47
C  -0.63  3.22  -4.43
C  -1.03  1.88  -4.35
C  -0.57  1.16  -3.29
N  0.25  1.62  -2.31
H  0.55  4.75  -3.50
H  -0.97  3.85  -5.24
H  -1.71  1.44  -5.07
H  -0.88  0.12  -3.19
S  -2.19  -2.27  -4.70
C  -1.67  -2.27  -3.19
N  -1.03  -2.16  -2.19

Properties
* calculated total energy: -3829.50812 hartree
* ΔE to the lowest compared entry with this formula, charge and spin: 0.0 kcal/mol
* total charge: -2